Entry from the OMol25 dataset: an isolated molecule of C13H18O (wB97M-V/def2-TZVPD).

```
32
Properties=species:S:1:pos:R:3:forces:R:3:mulliken_charge:R:1
O 2.50455 -1.23633 0.38855 0.68 -0.93 -0.13 -0.58
C 0.72137 -0.19609 1.94438 1.69 -0.30 2.21 -1.31
C 1.31139 1.71586 0.54178 0.24 1.49 -0.36 -1.32
C -0.78657 0.48615 0.23837 0.00 0.40 -1.18 0.78
C 1.17063 -1.11941 0.78472 -2.21 1.15 -2.55 1.40
C 0.38733 -3.58398 1.32550 0.44 0.18 -0.75 -0.23
C 1.31779 0.94767 -0.73294 1.89 -1.85 -2.48 -0.89
C 0.18671 1.02788 1.29883 -3.08 1.57 2.09 0.62
C 0.44196 -0.25945 -0.50702 -1.56 -0.78 1.85 1.06
C -0.08678 -1.20002 -1.55655 3.03 3.93 -1.48 -0.69
C -1.47823 1.75135 -0.49891 1.01 -3.21 -0.24 -1.70
C 0.61125 -2.48131 0.90891 0.50 0.64 1.07 -1.50
C -1.93280 -0.55817 0.42334 0.93 2.80 2.05 -2.15
C 0.10637 -0.95934 -2.86811 -2.57 -3.22 0.57 -1.21
H -2.71707 -0.15415 1.05967 -0.15 0.19 0.17 0.44
H -2.33582 -0.61558 -0.54080 -0.68 -0.90 -1.32 0.61
H -1.69087 1.37653 -1.51266 -0.40 0.39 0.16 0.39
H -0.67689 -1.94258 -1.15242 -1.03 -1.83 0.18 0.51
H -2.38948 2.03211 0.03268 0.30 0.18 -0.10 0.42
H -0.72214 2.48534 -0.60235 0.17 1.24 0.10 0.40
H -0.41855 1.63912 2.05366 1.14 -0.42 -0.79 0.39
H 1.40700 0.07361 2.84695 -0.44 -0.80 -1.90 0.33
H 0.50269 -4.61401 1.46584 -0.47 -0.84 0.34 0.52
H -1.59568 -1.43426 0.90329 0.19 -1.36 -0.03 0.41
H 1.38727 2.83972 0.33130 -0.73 -1.49 0.70 0.33
H -0.09007 -0.72251 2.42169 -0.35 -0.18 0.20 0.46
H -0.45236 -1.70409 -3.49730 0.76 0.89 0.13 0.27
H 2.46549 -1.88836 -0.35973 0.39 0.90 0.92 0.50
H 2.36374 0.66715 -1.05965 -1.08 0.30 0.33 0.32
H 0.88204 1.44376 -1.56940 -0.29 0.79 -0.66 0.62
H 2.22668 1.43655 1.00436 0.86 0.19 0.87 0.48
H 0.56174 -0.16727 -3.39149 0.82 0.87 0.04 0.32
```
Positions in Å, forces in eV/Å.

Energy above the lowest of the compared OMol25 structures with the same formula, charge and spin   35.5 kJ/mol
Gap between HOMO and LUMO   9.83 eV
SMILES string   C#C[C@]1(O)C[C@H]2CC[C@]1(C=C)C2(C)C
HOMO   -0.331 Eh



Entry from the OMol25 dataset: a structure of composition C13H19BrOPdSi (wB97M-V/def2-TZVPD).

```
36
Properties=species:S:1:pos:R:3:forces:R:3:mulliken_spin:R:1
Pd 0.04553 -0.30061 -1.96875 -1.03 -0.20 3.05 0.86
Br 1.08760 -2.55297 -1.08419 0.72 -1.97 1.05 0.03
Si 0.54547 0.42191 2.96185 0.15 -0.43 -0.36 0.00
O 0.69083 0.77102 1.44643 0.15 0.34 0.18 0.00
C -0.01234 0.47010 -3.82027 2.51 0.23 -1.25 0.18
C -1.63250 -0.42805 -0.16407 -0.89 -0.55 -0.43 0.06
C 2.07646 0.53992 -2.76132 0.13 0.92 -0.67 0.07
C 1.91739 -0.75034 -3.28017 -0.02 0.45 -1.43 0.13
C 0.60086 -0.85329 -3.86680 0.95 0.78 -2.50 0.13
C -0.74822 1.52792 3.85569 0.14 0.15 0.12 0.00
C 2.15766 0.57111 4.04062 0.07 0.14 -0.02 0.00
C -2.12009 0.62652 -2.17515 -0.67 0.02 1.08 0.07
C -0.00361 -1.41336 3.28471 0.27 0.45 0.48 0.00
C -2.19377 -0.79935 -2.38549 -0.68 -0.10 0.78 0.17
C 0.88603 1.31646 -3.01610 0.68 -0.03 -2.21 0.22
C -1.91690 -1.44680 -1.13755 -1.23 0.75 1.03 0.02
C -1.70678 0.85417 -0.82169 -0.89 -0.89 0.26 0.13
H 2.89076 -0.21503 3.78471 -0.31 0.20 0.00 0.00
H 2.66105 1.54338 3.87937 -0.23 -0.29 0.03 0.00
H -1.45246 -0.59171 0.90391 0.25 0.17 -0.77 0.01
H 0.77989 2.39507 -2.94112 -0.02 -0.28 0.42 0.02
H -1.76884 1.24828 3.57718 0.02 -0.10 0.01 0.00
H 0.61399 -2.09777 2.69222 -0.03 0.15 0.02 0.00
H 2.99019 0.94433 -2.35442 -0.09 -0.12 0.35 0.03
H -1.04404 -1.57580 2.99885 -0.09 -0.02 0.00 0.00
H -1.56234 1.80479 -0.30822 0.11 -0.32 -0.33 0.00
H -0.87843 0.78758 -4.36965 -0.18 -0.07 0.18 -0.06
H -0.62758 2.58852 3.57528 0.12 -0.32 0.07 0.00
H 0.10979 -1.66661 4.35681 -0.10 -0.04 -0.27 0.00
H 1.93147 0.48095 5.11496 0.06 0.00 -0.10 0.00
H -1.95453 -2.52597 -0.94253 0.23 0.70 -0.21 0.00
H 0.22814 -1.68628 -4.47698 0.16 0.32 0.62 -0.01
H 2.67308 -1.51219 -3.31976 -0.10 -0.16 0.37 0.01
H -2.39453 -1.33845 -3.31231 0.04 0.36 0.19 -0.01
H -2.22779 1.42228 -2.90834 -0.06 -0.33 0.14 -0.06
H -0.64145 1.44030 4.94228 -0.15 0.07 0.11 0.00
```
Positions in Å, forces in eV/Å.

Charge   -2
Energy above the lowest of the compared OMol25 structures with the same formula, charge and spin   96.0 kJ/mol
Expectation value of S²   2.010
Gap between HOMO and LUMO (alpha / beta)   5.58 / 5.52 eV
Multiplicity   3
HOMO (alpha / beta)   0.007 / 0.006 Eh



Entry from the OMol25 dataset: a structure of composition C13H19CeClOSi (wB97M-V/def2-TZVPD).

```
36
Properties=species:S:1:pos:R:3:forces:R:3:mulliken_charge:R:1
Ce 0.44200 0.46658 -0.71175 -0.20 -4.48 4.53 0.79
Cl 2.86494 0.91384 -0.07580 0.19 0.17 -0.08 -0.42
Si -0.33628 0.51499 2.84314 0.88 0.00 0.40 0.39
O -0.45908 0.52644 1.19737 0.08 0.62 -0.68 -0.39
C -0.19150 -1.24323 3.49908 -0.21 0.11 -0.04 -1.13
C -0.39147 -2.32565 0.19185 0.65 -0.11 -0.49 -0.19
C -1.16988 1.84130 -2.17000 0.40 0.10 -1.07 -0.59
C -1.11807 -2.36437 -1.03131 0.63 0.38 0.31 -0.87
C 0.49532 0.58019 -3.18824 -0.59 1.42 -0.72 -0.23
C 0.05386 2.58947 -2.10234 -0.17 -0.51 -1.00 -0.42
C 1.13099 -2.21261 -1.54607 -0.34 0.16 0.28 -0.76
C 1.00365 -2.26510 -0.11934 -0.66 0.41 -0.24 -0.58
C -0.89887 0.60514 -2.83186 0.13 1.10 -0.93 -0.41
C -0.18255 -2.29995 -2.09878 0.34 0.26 0.50 -0.46
C -1.78235 1.38932 3.65362 -0.18 0.08 0.02 -1.08
C 1.29512 1.36224 3.32282 -0.23 -0.02 -0.12 -0.97
C 1.08343 1.80993 -2.73534 -0.89 0.28 -1.01 -0.59
H -1.12847 -1.80116 3.39585 0.10 0.02 0.11 0.32
H 0.06578 -1.18100 4.56452 -0.08 -0.10 -0.14 0.42
H -2.15815 2.17481 -1.83704 0.55 -0.21 0.06 0.45
H -1.66279 1.37232 4.74717 0.00 -0.02 -0.24 0.30
H 1.43081 1.34645 4.41236 -0.06 0.08 -0.16 0.38
H -2.73955 0.90288 3.42098 0.20 0.07 0.02 0.30
H 2.13474 2.08502 -2.83835 -0.47 -0.10 0.12 0.53
H 2.16344 0.85471 2.87806 -0.28 0.06 0.05 0.26
H 1.00921 -0.22364 -3.70959 -0.15 0.24 0.26 0.58
H -0.43665 -2.36560 -3.15530 0.14 0.11 0.26 0.57
H -2.19405 -2.50663 -1.11985 0.30 0.19 -0.02 0.43
H -0.80314 -2.40206 1.19546 0.06 0.09 -0.40 0.46
H -1.63116 -0.16981 -3.05071 0.32 0.26 0.18 0.52
H 1.82758 -2.29912 0.59070 -0.23 0.07 -0.17 0.54
H 2.07937 -2.20349 -2.08652 -0.38 -0.04 0.11 0.45
H 0.15111 3.60237 -1.71278 0.10 -0.43 0.08 0.55
H 0.59511 -1.81184 2.99102 -0.06 0.15 0.07 0.30
H 1.32397 2.40567 2.97951 0.00 -0.16 0.13 0.27
H -1.86312 2.44349 3.35215 0.08 -0.25 0.01 0.29
```
Positions in Å, forces in eV/Å.

Energy above the lowest of the compared OMol25 structures with the same formula, charge and spin   16.8 kJ/mol
Gap between HOMO and LUMO   7.09 eV
HOMO   -0.299 Eh



Entry from the OMol25 dataset: a cluster of 5 separate species, C13H19Cl16NSi in total (wB97M-V/def2-TZVPD).

```
50
Properties=species:S:1:pos:R:3:forces:R:3:mulliken_charge:R:1
Cl -1.44829 4.26647 2.81724 0.00 -0.28 0.17 -0.09
Cl -0.20798 3.75876 5.38505 -0.02 -0.06 -0.22 -0.10
Cl 4.25345 -1.33418 -3.20116 0.14 0.29 0.08 -0.07
Cl 2.08635 7.02950 -1.12621 -0.05 -0.19 0.11 -0.10
Cl 5.93893 1.02026 -3.26910 -0.06 -0.15 0.14 -0.10
Cl 1.25760 3.23767 2.94196 -0.25 -0.10 0.17 -0.04
Cl 2.91030 4.64369 0.29704 -0.09 0.12 -0.13 -0.10
Cl 4.62901 0.24919 -0.80383 0.25 -0.03 -0.14 -0.06
Cl 3.99989 -4.23752 -1.49988 -0.20 -0.21 0.09 -0.07
Cl 0.72595 6.25463 1.30872 0.21 0.10 -0.33 -0.07
Cl 6.81025 -1.34641 -1.84428 -0.18 0.10 -0.03 -0.10
Cl 0.37652 4.69351 -1.10643 0.10 0.14 0.09 -0.08
Cl 2.48650 -6.53891 -0.60174 -0.03 0.18 -0.10 -0.12
Cl 1.89930 -5.33044 -3.17289 0.13 -0.05 0.08 -0.12
Cl 1.22631 -3.92847 -0.71453 1.29 -0.98 -1.46 0.01
Cl -0.97450 1.54378 3.68497 0.04 0.19 0.04 -0.07
Si -1.17738 0.90759 -1.35328 -0.83 0.06 0.77 0.15
N -2.78379 1.32783 -0.69905 1.17 0.22 0.24 -0.38
C -0.34293 3.20151 3.70747 0.05 0.02 0.05 0.28
C 1.52427 5.65581 -0.15636 -0.03 0.08 0.05 0.30
C 1.12474 -0.17690 -0.09028 0.34 -0.39 0.38 0.35
C -4.08676 -0.54593 0.52366 0.30 -0.32 -0.74 -0.83
C 0.26876 1.17965 -0.13124 1.29 -0.44 -0.66 0.31
C 2.40258 -5.00925 -1.49747 -0.23 0.05 -0.36 0.22
C 5.40729 -0.35270 -2.28026 0.00 -0.04 -0.13 0.30
C -4.00027 -1.40782 -0.80943 -0.29 -0.99 0.39 -0.34
C -3.07227 -2.70014 -0.57845 -1.14 0.18 -0.20 -0.90
C 0.28966 -3.27398 1.40210 -1.58 0.24 1.15 -0.09
C 0.88271 -2.22023 1.44464 -0.17 1.94 0.49 -0.63
C 1.38504 -0.73428 1.38451 -0.89 -1.50 -0.13 0.24
C -3.05385 0.65968 0.60057 -0.89 0.15 0.86 0.08
H -3.81289 -1.25152 1.37312 -0.74 0.92 -0.81 0.31
H -0.93979 1.65092 -2.59506 -0.02 0.28 -0.18 -0.18
H -5.04273 -1.81710 -1.00408 1.19 0.59 0.10 0.31
H -2.65700 -3.10697 -1.54618 -0.18 0.55 1.12 0.27
H -2.11319 0.29005 1.12857 -0.94 0.43 -0.69 -0.16
H -3.52470 1.44506 1.27389 0.72 -1.01 -0.52 0.32
H 0.60304 -1.00696 -0.65721 0.58 1.04 0.59 0.08
H -3.77383 -3.49900 -0.17331 1.09 0.82 -0.28 0.41
H -5.16073 -0.19290 0.61054 1.37 -0.20 0.18 0.36
H 0.95285 1.95105 -0.61263 -0.95 -0.65 0.83 0.29
H -3.72196 -0.82205 -1.72746 -0.11 -0.40 1.13 0.25
H 2.13140 -0.04820 -0.57940 -1.27 -0.01 0.39 -0.59
H -2.85640 2.34821 -0.59479 -0.17 -0.66 -0.06 0.36
H -1.26009 -0.53203 -1.69795 0.10 0.05 0.08 -0.18
H 2.45462 -0.67941 1.72273 -1.03 0.02 -0.41 0.33
H -0.03755 1.53854 0.88938 0.30 -0.38 -1.03 -0.34
H -0.43390 -4.12210 1.33822 1.41 1.19 0.29 0.45
H -2.28266 -2.48474 0.19250 -0.52 -0.29 -0.96 0.02
H 0.73806 -0.15323 2.09705 0.77 -0.62 -0.50 -0.11
```
Positions in Å, forces in eV/Å.

Gap between HOMO and LUMO   9.11 eV
SMILES string   C#CCCC[SiH2]NCCCC.ClC(Cl)(Cl)Cl.ClC(Cl)(Cl)Cl.ClC(Cl)(Cl)Cl.ClC(Cl)(Cl)Cl
HOMO   -0.338 Eh



Entry from the OMol25 dataset: a structure of composition C13H19Cl2LaN (wB97M-V/def2-TZVPD).

```
36
Properties=species:S:1:pos:R:3:forces:R:3:mulliken_charge:R:1
La 0.80104 -0.08266 -0.39562 -2.06 0.45 3.07 1.00
Cl 1.88420 2.31964 0.22417 0.87 0.96 0.46 -0.73
Cl 0.32776 -2.64986 -0.80893 0.02 -1.79 -0.10 -0.71
N -0.02270 -0.18827 2.11675 -0.57 0.12 1.45 -0.23
C 2.60699 -0.13095 -2.15289 -0.17 0.88 -2.48 -0.99
C -0.33743 0.15328 -4.63639 -0.11 -0.56 0.11 -0.82
C -1.33767 -0.71183 4.06910 0.42 0.18 -0.46 -0.63
C -1.61001 1.14512 -2.66088 -0.68 -0.26 -0.42 -0.80
C 1.53531 0.38720 -2.86277 2.21 -0.68 -1.17 -0.31
C 0.89174 0.12827 4.32019 0.00 0.05 -0.36 -0.86
C -1.57291 0.02020 -3.73829 0.19 0.93 -0.60 -0.52
C -0.36734 -0.48004 6.40865 -0.05 -0.02 0.36 -1.32
C 0.93029 -0.42120 -3.99961 0.25 0.03 0.00 -0.48
C -1.04517 0.69483 -1.37905 -0.14 0.26 0.46 -0.51
C -1.17847 -0.62130 2.68000 1.07 0.24 0.28 -0.36
C -0.27699 -0.35203 4.91287 -0.07 -0.08 -0.29 1.13
C 0.97322 0.22373 2.93381 -0.58 -0.34 -0.11 0.04
H 0.77177 -1.47124 -3.67737 0.07 0.51 -0.10 0.26
H -2.68161 1.43909 -2.57488 0.54 0.28 -0.03 0.32
H 1.72282 -0.43030 -4.76671 -0.14 -0.17 0.04 0.34
H 2.90892 -1.18412 -2.28260 -0.23 0.57 -0.04 0.33
H 1.20827 1.44326 -2.77724 0.32 -0.66 0.29 0.44
H -1.98186 -0.90880 1.99930 0.32 0.06 0.09 0.36
H -2.27992 -1.07614 4.46389 0.10 0.05 0.07 0.30
H -1.82616 0.73113 -0.59030 0.21 -0.64 0.32 0.17
H 3.22891 0.50606 -1.50356 -0.51 -0.26 -0.11 0.42
H -0.21027 0.48493 6.91119 -0.04 -0.17 -0.22 0.31
H -1.34334 -0.86184 6.72270 0.12 0.05 -0.08 0.34
H -0.52123 -0.37952 -5.58095 0.17 0.02 0.11 0.34
H 1.75419 0.42968 4.91393 -0.27 -0.03 -0.02 0.35
H -0.99814 2.01672 -2.96716 -0.57 -0.05 -0.69 0.23
H 0.39898 -1.16362 6.80163 -0.16 0.13 -0.19 0.30
H 1.85192 0.65982 2.43751 -0.36 -0.23 0.22 0.30
H -1.57312 -0.97722 -3.28560 -0.09 0.25 0.19 0.22
H -2.46034 0.10375 -4.37754 -0.05 -0.04 -0.07 0.43
H -0.17166 1.20421 -4.89732 -0.04 -0.02 0.00 0.37
```
Positions in Å, forces in eV/Å.

Charge   -1
Energy above the lowest of the compared OMol25 structures with the same formula, charge and spin   105.9 kJ/mol
Gap between HOMO and LUMO (alpha / beta)   4.01 / 3.59 eV
HOMO (alpha / beta)   -0.057 / -0.042 Eh



Entry from the OMol25 dataset: a cluster of 4 separate species, C13H19Cl3O9 in total (wB97M-V/def2-TZVPD).

```
44
Properties=species:S:1:pos:R:3:forces:R:3:mulliken_charge:R:1
Cl -12.25945 1.83091 12.74630 -1.64 -0.02 0.41 -0.13
Cl -10.99875 1.02245 10.22979 -0.19 -0.05 0.31 -0.17
Cl -9.54698 1.19610 12.78187 0.55 -0.31 -0.08 -0.18
O -10.49110 5.24009 11.58754 1.21 -0.20 0.78 -0.38
O -17.48868 0.83504 11.61661 -0.04 -0.81 0.73 -0.34
O -9.57089 6.55568 10.07773 -1.89 1.49 -1.12 -0.35
O -17.11295 2.75912 12.71603 -0.21 0.31 0.47 -0.54
O -8.17248 2.48538 10.02096 -0.87 -0.71 1.73 0.08
O -6.66453 3.11935 8.51892 0.09 -1.27 1.43 -0.42
O -15.64422 1.98054 11.23924 0.42 -0.41 -0.59 -0.27
O -8.25528 5.20848 11.18728 1.46 -1.03 0.84 -0.55
O -8.82841 3.70514 8.36102 -2.33 1.59 -1.96 -0.52
C -15.66955 0.89214 10.31631 1.16 -1.36 -0.90 -0.33
C -11.02649 6.93949 10.07613 1.74 -0.50 -0.67 -0.34
C -16.76916 1.92654 11.94852 -0.64 0.21 -0.02 0.63
C -9.32826 5.62701 10.97318 -1.58 0.26 -0.11 0.66
C -6.08201 1.98584 9.37327 2.02 2.51 -1.44 0.23
C -6.97359 2.03678 10.55706 1.46 -0.35 0.47 -0.43
C -10.85068 1.85190 11.79333 1.00 -0.40 -0.36 1.11
C -11.60302 5.88734 11.02665 -1.77 0.12 0.47 0.50
C -12.58824 6.51298 12.06890 1.71 0.25 -1.77 -1.50
C -4.59000 2.24262 9.64780 -0.56 -0.27 0.03 -1.45
C -17.54589 -0.98390 10.07542 1.20 1.31 -1.04 -1.35
C -16.62630 -0.15257 10.98274 0.56 0.93 -0.32 0.42
C -7.97149 3.13711 8.89830 2.40 0.33 0.16 0.48
H -16.08827 -0.78559 11.77318 -0.85 0.88 -1.00 0.27
H -17.99435 -0.38635 9.23319 0.25 -0.19 1.17 0.31
H -6.51629 2.63571 11.37258 -0.72 0.36 -0.57 0.26
H -6.16444 1.21290 8.67842 -0.59 -1.96 -0.47 0.40
H -3.91235 2.17140 8.78834 -0.57 0.19 -0.04 0.35
H -10.59075 2.86060 11.59356 0.24 0.78 -0.31 -0.69
H -4.59581 3.22665 10.06507 0.58 0.79 0.24 0.38
H -13.05442 5.82808 12.73530 -0.73 -0.75 0.02 0.38
H -17.00552 -1.76515 9.54698 0.09 -0.36 0.41 0.39
H -7.06646 1.06115 10.95737 -0.54 -1.07 0.45 0.37
H -18.28578 -1.34910 10.74075 -0.92 -0.70 0.19 0.37
H -14.59274 0.57010 10.17415 -1.35 0.21 0.10 0.20
H -12.11798 5.08667 10.47758 -0.13 0.45 -0.17 0.28
H -11.99836 7.15833 12.69140 0.27 0.66 0.29 0.38
H -16.11137 1.19432 9.33173 0.40 0.01 0.81 0.25
H -13.24044 7.12298 11.42572 -0.34 -0.27 0.71 0.36
H -4.16338 1.56140 10.39459 -0.45 -0.02 0.00 0.34
H -11.03707 8.01935 10.34221 -0.33 -0.89 0.18 0.28
H -11.43085 6.78616 9.05592 0.47 0.28 0.52 0.27
```
Positions in Å, forces in eV/Å.

Energy above the lowest of the compared OMol25 structures with the same formula, charge and spin   81.8 kJ/mol
Gap between HOMO and LUMO   11.26 eV
SMILES string   C[C@H]1COC(=O)O1.C[C@H]1COC(=O)O1.C[C@H]1COC(=O)O1.ClC(Cl)Cl
HOMO   -0.395 Eh



Number 1: total energy -581.22216 a.u.. Number 2: total energy -3573.28503 a.u.. Number 3: total energy -1806.91813 a.u.. Number 4: total energy -8213.87773 a.u.. Number 5: total energy -1513.49073 a.u.. Number 6: total energy -2564.50011 a.u..